This record from the OMol25 dataset describes a molecular structure, C23H28Cl3N4O5SV. The level of theory is ωB97M-V/def2-TZVPD.

For the energy above the lowest of the compared OMol25 structures with the same formula, charge and spin, the calculation gives 13.78 kcal/mol. Its spin multiplicity is 2. As for the expectation value of S²: 1.08. Its frontier orbital gap (alpha / beta) is 6.48 / 4.60 eV. Its net charge is -1. Its largest force on an atom is 0.5 eV/A. The HOMO energy (alpha / beta) is -0.14963 / -0.08053 Ha.

Atoms and positions in Å:
1 V -0.662 -0.234 0.177
2 N -1.317 3.648 -1.614
3 C -1.248 2.528 -0.797
4 S -1.974 1.057 -1.410
5 N -0.696 2.674 0.357
6 N -0.686 1.488 1.106
7 C -0.720 1.712 2.399
8 C -0.692 0.677 3.391
9 C -0.564 1.041 4.743
10 C -0.492 0.104 5.752
11 C -0.555 -1.252 5.424
12 C -0.698 -1.641 4.107
13 C -0.780 -0.701 3.070
14 O -0.935 -1.135 1.829
15 H -1.357 3.430 -2.595
16 H -0.635 4.352 -1.374
17 H -0.748 2.749 2.720
18 H -0.508 2.098 4.982
19 H -0.385 0.417 6.783
20 H -0.492 -2.004 6.202
21 H -0.760 -2.688 3.833
22 Cl -2.815 -6.987 -2.606
23 C -2.058 -5.521 -2.032
24 C -2.838 -4.487 -1.545
25 C -2.234 -3.325 -1.107
26 Cl -3.260 -2.058 -0.512
27 C -0.829 -3.114 -1.127
28 O -0.250 -2.028 -0.763
29 C -0.102 -4.228 -1.619
30 Cl 1.645 -4.141 -1.649
31 C -0.683 -5.400 -2.067
32 H -3.914 -4.577 -1.506
33 H -0.063 -6.206 -2.434
34 O 2.596 0.793 -3.421
35 C 1.635 0.197 -2.715
36 O 1.212 0.671 -1.687
37 C 1.121 -1.100 -3.316
38 N 1.987 -1.542 -4.430
39 C 1.129 -1.884 -5.575
40 C -0.026 -0.905 -5.433
41 C -0.285 -0.921 -3.927
42 H 1.081 -1.807 -2.494
43 H 2.555 -2.327 -4.142
44 H 2.799 0.131 -4.123
45 H 0.756 -2.913 -5.506
46 H 1.678 -1.779 -6.512
47 H -0.898 -1.195 -6.018
48 H 0.288 0.090 -5.762
49 H -0.900 -1.782 -3.657
50 H -0.789 -0.037 -3.542
51 C 2.837 2.165 2.240
52 C 2.812 1.157 1.114
53 O 2.323 -0.074 1.630
54 C 2.734 -1.221 0.906
55 C 2.279 -2.446 1.665
56 H 3.152 3.141 1.865
57 H 3.524 1.850 3.028
58 H 1.843 2.270 2.672
59 H 3.824 1.005 0.712
60 H 2.181 1.504 0.295
61 H 3.829 -1.208 0.801
62 H 2.307 -1.214 -0.106
63 H 2.656 -2.410 2.688
64 H 2.647 -3.351 1.180
65 H 1.190 -2.495 1.694